1.
C6H8O2 as an isolated structure, computed with the ωB97M-V functional and the def2-TZVPD basis.

Summary:
ΔE to the lowest compared entry with this formula, charge and spin: 111.1 kcal per mole
highest occupied orbital energy (alpha / beta): -7.0 / -7.0 eV
calculated total energy: -383.73303 a.u.
orbital gap (alpha / beta): 7.270 / 7.264 eV

Atoms and positions in Å:
C1 -1.034 -1.439 -0.053
C2 2.040 -0.283 0.055
C3 -0.957 -0.086 -0.704
C4 -0.964 1.154 0.120
C5 0.914 0.501 -0.502
C6 0.278 1.665 0.173
O1 0.313 0.099 -1.601
O2 -2.088 1.579 0.706
H1 -2.826 1.088 0.308
H2 0.698 2.605 0.489
H3 -2.021 -1.523 0.411
H4 -0.972 -2.227 -0.804
H5 -0.300 -1.664 0.744
H6 1.641 -0.953 0.830
H7 2.761 0.375 0.542
H8 2.516 -0.891 -0.713

In the natural (NBO) picture, each atom carries the following charge in e:
1. C -0.666
2. C -0.709
3. C -0.080
4. C 0.385
5. C 0.613
6. C -0.514
7. O -0.475
8. O -0.639
9. H 0.491
10. H 0.234
11. H 0.226
12. H 0.231
13. H 0.165
14. H 0.254
15. H 0.243
16. H 0.244

2.
C6H8O2 as an isolated structure at a distorted geometry, computed with the ωB97M-V functional and the def2-TZVPD basis.

Summary:
ΔE to the lowest compared entry with this formula, charge and spin: 157.2 kcal per mole
highest occupied orbital energy: -9.5 eV
calculated total energy: -383.65965 a.u.
orbital gap: 9.760 eV

Atoms and positions in Å:
C1 1.652 -1.258 -0.614
C2 0.320 -0.792 -1.182
C3 -0.156 0.339 -0.262
C4 -0.216 0.369 1.238
C5 -1.391 0.404 0.390
C6 -2.626 0.934 0.680
H1 3.510 -0.565 -0.385
H2 -0.698 -1.700 -1.353
H3 0.491 -0.500 -2.212
H4 0.533 1.358 -0.365
H5 -0.070 1.425 1.465
H6 0.474 -0.451 1.900
H7 -3.195 1.249 1.642
H8 -3.374 1.787 -0.189
O1 2.730 -0.514 -1.029
O2 2.018 -2.085 0.275

In the natural (NBO) picture, each atom carries the following charge in e:
1. C 0.780
2. C -0.482
3. C -0.264
4. C -0.434
5. C -0.072
6. C -0.307
7. H 0.513
8. H 0.246
9. H 0.254
10. H 0.229
11. H 0.210
12. H 0.251
13. H 0.232
14. H 0.164
15. O -0.715
16. O -0.606